# C6H8

A cluster of 2 separate species, C6H8 in total in a non-equilibrium geometry (the ωB97M-V functional and the def2-TZVPD basis, the Open Molecules 2025 dataset).

Each line ends with the Löwdin charge.
Positions of all 14 atoms, in Å:
C 1.162044 0.515749 -0.470182  -0.119
C 1.298507 -0.344476 0.551890  -0.118
C 0.012558 -1.047833 0.674694  -0.075
C -1.231851 0.068393 0.047447  -0.121
C -0.193854 0.311246 -1.034254  -0.203
C -0.691801 -1.067570 -0.627488  -0.217
H 1.872937 1.247714 -0.827160  0.102
H 2.127611 -0.404801 1.250627  0.104
H -0.112836 -1.826984 1.431815  0.125
H -2.278102 0.403639 -0.015643  0.124
H -0.501652 0.757933 -1.974033  0.133
H -1.194898 -1.860452 -1.148269  0.131
H -0.482542 1.487738 1.124694  0.055
H 0.186909 1.836127 1.104119  0.081

Atomic forces in eV per Å
C 0.3 -0.4 -0.3
C -0.1 0.4 -0.1
C -0.4 0.3 0.1
C 0.1 -0.7 0.1
C 0.2 0.0 -0.3
C 0.2 -0.4 -0.6
H 0.0 -0.1 0.0
H -0.3 0.0 -0.1
H -0.6 0.5 -0.2
H 0.5 -0.4 0.8
H -0.1 0.0 0.2
H 0.1 -0.2 -0.3
H 0.3 0.6 0.4
H -0.2 0.4 0.3

Properties
Spin multiplicity = 1
Gap between HOMO and LUMO = 9.86 eV

=====

# C6H8BF4O3

A cluster of 2 separate species, C6H8BF4O3 in total (the ωB97M-V functional and the def2-TZVPD basis, the Open Molecules 2025 dataset).

Each line ends with the Löwdin charge.
Positions of all 22 atoms, in Å:
O -4.420911 1.235675 -0.989552  0.046
C -3.660663 0.494829 -0.408992  -0.263
C -2.272061 0.890352 0.010954  -0.092
C -1.252276 0.622247 -1.110976  -0.298
C -0.559709 -0.756909 -1.065426  -0.113
C 0.833202 -0.425912 -0.517146  -0.062
C 1.005202 0.916970 -1.181941  -0.444
O 1.884246 1.370850 -1.846361  0.150
O -0.195306 1.594357 -0.989846  0.014
H -3.965255 -0.548062 -0.186646  0.122
H -2.251100 1.965846 0.216830  0.131
H -1.963194 0.341233 0.906587  0.127
H -1.728596 0.772211 -2.087889  0.150
H -1.094317 -1.525248 -0.502970  0.118
H -0.442681 -1.133890 -2.088979  0.119
H 1.616501 -1.145416 -0.746518  0.129
H 0.797911 -0.248254 0.561130  0.132
B 3.542912 -0.882348 2.410577  -1.240
F 3.677428 0.457158 1.995548  0.073
F 2.588850 -1.521149 1.574306  0.058
F 4.775667 -1.549630 2.304977  0.075
F 3.084151 -0.924912 3.742334  0.069

Atomic forces in eV per Å
O 0.3 -0.3 0.2
C -0.2 0.2 -0.2
C 0.3 0.1 0.0
C -0.2 0.1 0.3
C 0.2 -0.3 -0.3
C -0.2 0.2 -0.1
C 0.1 0.0 0.0
O -0.1 0.1 0.4
O 0.0 -0.3 -0.6
H 0.0 0.0 0.0
H -0.1 -0.2 -0.1
H -0.1 0.1 0.0
H 0.0 0.1 0.2
H 0.0 0.2 0.1
H -0.1 0.0 0.1
H -0.1 0.2 0.1
H 0.2 -0.2 -0.1
B 0.0 0.0 0.0
F 0.0 0.0 0.0
F 0.0 -0.1 0.0
F 0.0 0.0 0.0
F 0.0 0.0 0.0

Properties
Spin multiplicity = 1
Charge = -1
Gap between HOMO and LUMO = 10.44 eV

=====

# C6H8BNO4

A structure of composition C6H8BNO4 in a non-equilibrium geometry (the ωB97M-V functional and the def2-TZVPD basis, the Open Molecules 2025 dataset).

Each line ends with the Löwdin charge.
Positions of all 20 atoms, in Å:
B 1.597515 0.967507 -0.175264  -0.502
C -0.479412 -1.589605 0.499384  -0.108
C -0.525112 -0.770039 1.661051  -0.103
C -0.812385 -1.070999 -0.737293  -0.059
C -0.526871 0.553255 1.507645  -0.033
C -1.340279 0.367079 -0.771796  -0.138
C -0.473688 1.233951 0.160480  -0.248
N -0.651469 2.575729 0.110325  -0.408
O -0.179091 3.232818 0.996063  0.088
O -1.234412 3.052693 -0.860661  0.075
O 2.012995 0.882134 1.061998  0.225
O 2.139639 1.114277 -1.373474  0.211
H -0.127023 -2.641400 0.626836  0.115
H -0.476082 -1.236335 2.591320  0.091
H -0.949177 -1.744771 -1.653930  0.123
H -0.414130 1.244386 2.278187  0.098
H -1.343883 0.829658 -1.772283  0.110
H -2.444845 0.510034 -0.512519  0.150
H 2.905938 1.237028 1.128325  0.137
H 3.145783 1.002977 -1.531675  0.177

Atomic forces in eV per Å
B -4.2 0.6 -0.4
C 0.1 -0.9 -2.6
C -0.1 1.1 -1.1
C -0.8 -1.0 0.7
C 0.0 1.1 -1.0
C -0.2 1.1 -0.9
C 2.0 -6.8 -0.5
N -1.0 2.4 -1.4
O 0.7 1.4 1.5
O 0.0 0.1 0.1
O 1.6 0.1 1.1
O 2.4 -0.2 -1.1
H -0.5 0.9 -0.3
H 0.1 -0.4 1.5
H 0.5 1.2 1.5
H 0.0 0.7 1.7
H 0.4 -0.5 0.2
H 1.2 -0.7 0.2
H 0.4 -0.2 0.4
H -2.5 0.3 0.6

Properties
Spin multiplicity = 1
Gap between HOMO and LUMO = 7.86 eV

=====

# C6H8BrF3N2

A cluster of 2 separate species, C6H8BrF3N2 in total in a non-equilibrium geometry (the ωB97M-V functional and the def2-TZVPD basis, the Open Molecules 2025 dataset).

Each line ends with the Löwdin charge.
Positions of all 20 atoms, in Å:
C 0.803022 1.144991 0.539315  -0.571
C -3.051075 0.341994 -0.168999  -0.046
C 1.689625 0.253288 0.125442  -0.464
C 1.886123 -1.004317 0.912878  -0.067
C 2.544816 0.427752 -1.088013  -0.081
C -2.474260 -0.970541 -0.560332  -0.623
N -2.928241 0.783129 1.008551  -0.091
N -2.819064 1.162731 2.059270  0.261
F -3.159695 -2.026432 -0.068427  0.122
F -2.463846 -1.110763 -1.886673  0.144
F -1.209492 -1.144541 -0.131418  0.123
Br 0.391870 2.750381 -0.388312  0.666
H 0.211651 1.029642 1.432509  0.039
H -3.547583 0.930041 -0.917866  0.132
H 2.911305 -1.073602 1.271111  0.084
H 1.691621 -1.864669 0.274696  0.082
H 1.205301 -1.049106 1.761323  0.078
H 3.504541 0.859422 -0.800991  0.092
H 2.079893 1.093144 -1.811772  0.041
H 2.733486 -0.532539 -1.562289  0.079

Atomic forces in eV per Å
C -0.1 0.1 -0.1
C -0.1 -0.8 -2.2
C 0.0 0.2 0.0
C -0.2 0.1 0.1
C -0.1 0.0 -0.1
C 0.1 -0.3 0.3
N 0.2 0.4 1.5
N 0.1 0.1 0.2
F -0.2 0.0 0.1
F -0.1 0.3 -0.2
F 0.1 0.1 0.2
Br 0.0 0.0 0.1
H -0.1 0.0 0.1
H -0.1 0.2 0.1
H 0.1 -0.1 0.0
H 0.0 -0.1 0.0
H 0.1 0.0 0.1
H 0.1 0.0 0.0
H 0.0 0.0 0.0
H 0.1 -0.1 0.0

Properties
Spin multiplicity = 1
Gap between HOMO and LUMO = 9.21 eV

=====

Which formula does entry 1 have?
C6H8

=====

Number 2 is which compound?
C6H8BF4O3